1.
Molecular formula: C5H10O
Method: DFT, wB97M-V/def2-TZVPD

Geometry (Å):
C 1.83075 -0.80406 0.09205
C 1.22237 0.65046 -0.18996
C -0.29014 0.44227 -0.51760
C -1.48615 1.20081 0.02662
C -1.23720 -0.24385 0.42408
H 1.53069 -1.09197 1.46960
H 3.02044 -0.75004 0.01577
H 1.42222 -1.96004 -0.73994
H 1.79316 1.13223 -1.15599
H 1.29237 1.48873 0.71556
H -0.32771 -0.04163 -1.51103
H -1.25486 1.88569 0.99568
H -2.37800 1.55151 -0.58145
H -1.22152 -0.32921 1.59705
H -1.77750 -2.01876 -0.39708
O -2.13892 -1.11212 -0.24337

Cartesian forces (eV/Å) of the 6 atoms listed first:
0.72 -1.68 2.21
0.02 1.15 -0.53
1.57 -0.22 0.24
0.13 1.65 1.59
-1.63 0.32 1.20
0.94 0.56 -4.62

Values from the calculation:
- Energy relative to the best compared isomer or geometry (same formula, charge and spin): 519.3 kJ/mol
- E_LUMO: 0.82 eV
- Energy: -7389.3834 eV
- 2S+1: 1
- HOMO level: -0.35961 Ha


2.
Molecular formula: C21H22N2O5S
Method: DFT, wB97M-V/def2-TZVPD

Geometry (Å):
C 1.70787 4.55095 0.90071
O 0.90181 3.70000 0.12628
C 1.45860 2.55868 -0.36804
C 2.77430 2.17040 -0.19440
C 3.23506 0.97213 -0.72439
C 2.38353 0.13754 -1.42196
C 2.85284 -1.20023 -1.93560
C 3.86225 -1.84807 -1.01995
O 4.94932 -2.24044 -1.36891
N 3.49832 -1.96775 0.30706
C 2.33030 -1.57684 0.90075
N 1.16348 -1.62968 0.37947
C 0.20197 -1.09411 1.18730
C -1.17452 -1.05592 0.71742
C -1.57164 -1.88278 -0.32763
C -2.87497 -1.84811 -0.78462
C -3.82162 -0.99300 -0.22968
O -5.12735 -0.94877 -0.64854
C -5.52690 -1.77767 -1.71080
C -3.42258 -0.13312 0.81410
O -4.20026 0.76600 1.47832
C -5.44154 1.18651 0.95877
C -2.11037 -0.18784 1.26718
C 0.66757 -0.64622 2.39002
S 2.36760 -0.87186 2.52328
C 1.06473 0.53752 -1.62829
C 0.59155 1.73186 -1.11787
O -0.67657 2.20221 -1.27055
C -1.56309 1.47782 -2.08492
H 2.08785 4.04473 1.79478
H 2.55061 4.94667 0.32346
H 1.06132 5.37394 1.20131
H 3.46068 2.79105 0.35877
H 4.26819 0.69378 -0.57580
H 3.32849 -1.09278 -2.91419
H 1.99688 -1.86959 -2.03333
H 4.24886 -2.25946 0.92225
H -0.85628 -2.55609 -0.77129
H -3.15659 -2.50975 -1.58806
H -4.97385 -1.55414 -2.62905
H -6.58259 -1.55926 -1.86600
H -5.41159 -2.83764 -1.46274
H -6.19179 0.39464 1.00302
H -5.74923 2.01472 1.59723
H -5.34823 1.53896 -0.07090
H -1.83865 0.49268 2.05706
H 0.11975 -0.22333 3.20585
H 0.40516 -0.11625 -2.17514
H -2.48946 2.05037 -2.08761
H -1.18641 1.39406 -3.11049
H -1.75673 0.47855 -1.68367

Cartesian forces (eV/Å) of the 6 atoms listed first:
0.13 0.11 0.10
-0.13 -0.31 -0.22
-0.08 0.04 0.00
-0.19 0.28 0.09
-0.13 -0.23 -0.25
0.21 0.33 -0.06

Values from the calculation:
- Energy relative to the best compared isomer or geometry (same formula, charge and spin): 228.1 kJ/mol
- E_LUMO: 0.58 eV
- Energy: -46185.9776 eV
- 2S+1: 1
- SMILES: COc1ccc(CC(=O)Nc2nc(-c3ccc(OC)c(OC)c3)cs2)cc1OC
- HOMO level: -0.28594 Ha


3.
Molecular formula: C4H4F2O
Method: DFT, wB97M-V/def2-TZVPD

Geometry (Å):
O 2.81296 -0.57959 -0.10991
C 1.57339 -0.34506 0.29306
C 0.92024 1.06265 0.04844
C -0.34986 1.20324 -0.13887
C -1.46622 0.15424 -0.16278
F -1.54409 -0.42364 1.14134
F -1.30776 -0.83577 -1.02006
H 0.87599 -1.21179 0.55931
H 1.52509 1.96138 -0.11104
H -0.86778 2.17598 -0.60012
H -2.43563 0.59531 -0.29950

Cartesian forces (eV/Å) of the 6 atoms listed first:
-6.73 1.39 2.60
4.72 -0.31 -3.15
2.80 -1.44 0.68
-4.63 1.49 -2.52
0.53 0.36 2.95
0.17 0.24 -1.14

Values from the calculation:
- Energy relative to the best compared isomer or geometry (same formula, charge and spin): 172.1 kJ/mol
- E_LUMO: -0.51 eV
- Energy: -11692.9520 eV
- 2S+1: 1
- SMILES: O=C/C=C\C(F)F
- HOMO level: -0.38308 Ha


4.
Molecular formula: C11H12BCl3NO3
Method: DFT, wB97M-V/def2-TZVPD

Geometry (Å):
Cl 1.50052 -1.18204 -5.27629
B 0.30364 -0.96574 -3.86692
Cl -0.49595 0.70495 -3.85425
Cl -1.03622 -2.26433 -3.85150
O 1.14238 -1.14691 -2.63684
C 0.76862 -0.96118 -1.43337
C 1.57223 -1.48086 -0.34923
C 1.03984 -1.52534 0.95091
C 1.80487 -2.00756 2.00994
C 3.11585 -2.45947 1.78966
C 3.63702 -2.43420 0.48343
C 2.88168 -1.97517 -0.58402
H -0.16940 -0.42462 -1.24096
H 0.01994 -1.14329 1.06775
H 1.37479 -2.02569 3.01337
H 3.71710 -2.81800 2.63149
H 4.65022 -2.78074 0.30125
H 3.26697 -1.96106 -1.60164
C -1.72333 4.31523 -0.00679
C -1.40101 2.83123 0.10394
N -2.24396 2.22574 0.96498
C -2.30011 0.91144 1.21400
C -3.27864 0.60656 2.34079
O -1.69168 -0.01007 0.64146
O -0.47062 2.33281 -0.54006
H -2.43216 4.61260 0.76877
H -0.80974 4.90813 0.09368
H -2.18100 4.52711 -0.98047
H -3.69802 1.53375 2.73494
H -4.09541 -0.01640 1.96286
H -2.76844 0.07314 3.14913

Cartesian forces (eV/Å) of the 6 atoms listed first:
-0.25 0.00 0.27
-0.75 0.57 -0.76
0.35 -0.30 0.01
0.41 0.00 0.03
0.21 -0.24 1.90
-0.08 -0.13 -1.19

Values from the calculation:
- Energy relative to the best compared isomer or geometry (same formula, charge and spin): 0.0 kJ/mol
- E_LUMO: 1.08 eV
- Energy: -57483.8452 eV
- Net charge: -1
- 2S+1: 1
- HOMO level: -0.18181 Ha


5.
Molecular formula: C32H46BrF10N4O3
Method: DFT, wB97M-V/def2-TZVPD

Geometry (Å):
C -0.49958 2.11743 2.46481
C -1.10693 1.73033 3.80095
C -1.28386 0.07686 4.01115
N -0.15433 -0.53526 4.70089
N -0.36007 -1.86027 4.78140
C 0.82248 -2.59956 5.45281
C 2.26112 -2.26445 4.76705
C 3.05705 -3.51364 4.08358
F 4.21996 -3.82286 4.99668
F 2.27318 -4.79858 4.03158
C 3.49611 -3.19820 2.53899
F 3.81533 -4.53682 1.91478
F 2.32447 -2.68614 1.73367
C 4.83381 -2.28047 2.34697
F 6.07568 -2.83815 2.95161
F 5.10295 -2.25349 0.85915
C 4.68549 -0.71017 2.79508
F 4.81741 -0.46881 4.26185
F 3.48027 -0.02388 2.19628
F 5.86423 0.00444 2.17508
C -1.47314 -2.70217 4.35996
C -2.77768 -2.13901 3.60223
C -4.06929 -3.00835 3.10504
C -4.04852 -3.02982 1.44668
O -3.27093 -3.87339 0.73241
Br -5.25932 -1.76632 0.46995
C -2.61653 -0.53379 3.39129
F -3.60846 0.31923 2.69870
H -1.14441 2.53080 1.56535
H 0.66878 1.91214 2.36606
H -1.42106 2.52378 4.60377
H 0.55942 -3.72947 5.58687
H 0.85440 -2.14376 6.55608
H 2.21824 -1.40016 3.94464
H 2.96749 -1.81978 5.62048
H -1.43455 -3.86661 4.57401
H -3.97618 -4.09577 3.52691
H -5.07766 -2.49745 3.49004
C -0.35826 7.44724 -1.43289
C 0.04502 6.87404 -0.04367
C 0.83218 7.94348 0.76203
C 2.26289 8.14857 0.27314
C 3.00899 6.82127 0.19096
C 2.25954 5.74977 -0.64137
N 0.82142 5.60195 -0.23499
O 0.79113 4.89659 0.98198
C 2.35110 6.10033 -2.14836
C 3.05186 4.40486 -0.53451
C -1.32460 6.64432 0.67726
H -1.31767 7.97649 -1.39489
H 0.36099 8.17321 -1.81838
H -0.48056 6.65038 -2.17576
H 0.87039 7.65612 1.82182
H 0.30371 8.90492 0.72828
H 2.26892 8.64978 -0.69940
H 2.78972 8.81837 0.96348
H 4.00643 6.99838 -0.23187
H 3.17589 6.45369 1.21315
H 1.74777 5.41232 -2.75332
H 3.38543 6.02289 -2.50902
H 2.04138 7.12020 -2.38292
H 3.18748 4.07450 0.50170
H 4.05901 4.50806 -0.95556
H 2.54588 3.60495 -1.08893
H -1.92622 5.89116 0.15369
H -1.91071 7.57124 0.70984
H -1.20681 6.32777 1.71977
C -0.99587 -5.95820 -5.14904
C -1.20626 -4.41683 -5.11682
C -0.31768 -3.78423 -4.01105
C -0.83463 -4.02695 -2.59617
C -2.29715 -3.61449 -2.46933
C -3.21020 -4.26453 -3.54001
N -2.66679 -4.11629 -4.93210
O -2.88305 -2.78614 -5.33631
C -3.41773 -5.76442 -3.20900
C -4.64554 -3.65981 -3.39138
C -0.66022 -3.93649 -6.50227
H -0.16106 -6.24423 -5.79966
H -0.75820 -6.37549 -4.16805
H -1.87849 -6.47565 -5.54277
H -0.24601 -2.69913 -4.16793
H 0.70759 -4.16895 -4.08579
H -0.70930 -5.07705 -2.31573
H -0.23199 -3.44858 -1.88550
H -2.65387 -3.87020 -1.46315
H -2.35579 -2.51936 -2.54062
H -3.98024 -6.27187 -4.00235
H -3.99009 -5.88761 -2.27995
H -2.48791 -6.31259 -3.04761
H -4.65554 -2.56713 -3.47640
H -5.06965 -3.89262 -2.40740
H -5.32615 -4.07153 -4.14671
H -1.25425 -4.34955 -7.32679
H 0.37783 -4.26044 -6.64814
H -0.64948 -2.84488 -6.59810

Cartesian forces (eV/Å) of the 6 atoms listed first:
0.42 -0.39 0.00
-0.08 -1.22 -0.30
-0.46 2.53 -0.37
-6.00 -0.45 -3.12
-1.29 -3.40 -0.50
0.38 0.29 1.78

Values from the calculation:
- E_LUMO (spin up / spin down): -5.61 / -5.57 eV
- Energy: -143222.1219 eV
- Net charge: +1
- 2S+1: 3
- Expectation value of S²: 3.015
- HOMO level (spin up / spin down): -0.38118 / -0.39781 Ha


6.
Molecular formula: CHLi2O2
Method: DFT, wB97M-V/def2-TZVPD

Geometry (Å):
O 1.67419 0.63748 0.74037
C 0.34750 -0.21535 -0.16863
O -0.89356 -0.06036 0.22474
Li -1.73323 -0.07700 -1.36739
Li 0.00433 0.99085 1.01883
H 0.60077 -1.27561 -0.44793

Cartesian forces, eV/Å:
-4.33 -2.34 -2.43
4.59 -1.24 -0.98
-2.34 -0.73 -0.57
0.59 0.05 0.48
1.06 3.25 3.05
0.43 1.01 0.45

Values from the calculation:
- Energy relative to the best compared isomer or geometry (same formula, charge and spin): 176.5 kJ/mol
- E_LUMO (spin up / spin down): -1.15 / -1.21 eV
- Energy: -5554.7415 eV
- 2S+1: 2
- Expectation value of S²: 0.757
- HOMO level (spin up / spin down): -0.22194 / -0.28163 Ha


7.
Molecular formula: C3H8N2
Method: DFT, wB97M-V/def2-TZVPD

Geometry (Å):
C 1.93805 0.68253 -0.23018
C 0.42371 0.50939 -0.19066
N 0.04819 -0.46905 0.81567
C -1.07711 -1.02777 0.76846
N -2.12114 -0.79016 -0.14324
H 2.36390 -0.23084 -0.66096
H 2.20397 1.52739 -0.86075
H 2.37053 0.70011 0.76792
H -0.07042 1.45888 0.03604
H 0.12014 0.16703 -1.18452
H -1.32996 -1.78947 1.50104
H -1.84538 -0.15394 -0.87370
H -3.02448 -0.58409 0.25487

Cartesian forces (eV/Å) of the 6 atoms listed first:
-0.15 -0.90 -0.12
0.10 -0.14 0.21
0.67 -0.43 -0.05
-1.03 0.32 0.04
0.77 -0.11 -0.10
0.00 0.18 -0.18

Values from the calculation:
- Energy relative to the best compared isomer or geometry (same formula, charge and spin): 131.8 kJ/mol
- E_LUMO: 1.04 eV
- Energy: -6220.4803 eV
- 2S+1: 1
- SMILES: CC/N=C\N
- HOMO level: -0.33848 Ha


8.
Molecular formula: C21H42N3Pt
Method: DFT, wB97M-V/def2-TZVPD

Geometry (Å):
Pt 0.28879 -0.83218 1.03261
N -0.94349 -2.06046 2.10879
C -0.07516 -2.72585 3.14303
C 1.08017 -3.32947 2.39439
N 1.73916 -2.25394 1.56895
C 2.98618 -1.59788 2.10739
C 2.66748 -0.22846 2.65397
N 1.93441 0.52485 1.58583
H -1.67259 -1.50961 2.56088
H -1.42199 -2.76019 1.53971
H -0.64648 -3.47558 3.69122
H 0.23698 -1.96181 3.85381
H 0.69434 -4.06870 1.68896
H 1.79742 -3.84024 3.03570
H 2.01781 -2.70635 0.70159
H 3.67685 -1.49993 1.26830
H 3.46521 -2.24207 2.84378
H 3.57711 0.29719 2.94515
H 2.02263 -0.27655 3.53076
H 2.55911 0.74840 0.81383
H 1.59943 1.41352 1.94890
C -1.13452 -0.52957 -0.50126
C -0.98428 0.77992 -0.06217
C 0.14022 1.37000 -1.00475
C 0.43237 0.38797 -1.95593
C -0.29244 -0.76636 -1.73379
C -0.38535 -1.97402 -2.56069
C -1.64802 -1.66189 -3.44287
C -0.66326 -3.22951 -1.72203
C 0.83718 -2.16889 -3.46381
C 0.81210 2.69673 -1.05699
C 0.05574 3.47385 -2.19182
C 2.27876 2.52166 -1.53066
C 0.80665 3.53921 0.22195
C -2.04575 1.49448 0.79962
C -3.22979 0.55031 1.05465
C -2.60781 2.69351 0.01167
C -1.50404 1.96030 2.16038
H -2.02830 -1.11144 -0.33058
H 1.14003 0.51194 -2.76097
H -2.55633 -1.54175 -2.85076
H -1.77695 -2.52539 -4.09713
H -1.49672 -0.77603 -4.05831
H -1.63182 -3.18727 -1.21851
H 0.12401 -3.39434 -0.97830
H -0.67823 -4.10251 -2.37271
H 0.95115 -1.35166 -4.17665
H 0.71310 -3.08355 -4.04161
H 1.75968 -2.26245 -2.88623
H 0.10175 2.93898 -3.13982
H 0.57613 4.42573 -2.30482
H -0.98433 3.67371 -1.94671
H 2.35802 2.22136 -2.57374
H 2.83373 1.79881 -0.92604
H 2.77946 3.48348 -1.43706
H -0.18045 3.84817 0.54091
H 1.37238 4.44861 0.02590
H 1.30178 3.03690 1.05408
H -3.70904 0.21849 0.13219
H -3.98157 1.08879 1.62904
H -2.95854 -0.33075 1.64185
H -2.99065 2.38911 -0.96513
H -1.88669 3.48772 -0.13004
H -3.44388 3.11397 0.57058
H -1.05950 1.12863 2.71720
H -2.33241 2.34251 2.75720
H -0.76694 2.75782 2.08709

Cartesian forces (eV/Å) of the 6 atoms listed first:
0.73 0.83 -0.02
-0.24 -0.46 -0.44
-0.12 -0.01 0.04
0.10 -0.03 -0.11
0.00 -0.14 0.40
0.02 -0.08 0.01

Values from the calculation:
- E_LUMO: -11.90 eV
- Energy: -30147.5972 eV
- Net charge: +3
- 2S+1: 1
- HOMO level: -0.70362 Ha


Number 1: molar mass 86.1 g/mol. Number 2: molar mass 414.5 g/mol. Number 3: molar mass 106.1 g/mol. Number 4: molar mass 323.4 g/mol. Number 5: molar mass 804.6 g/mol. Number 6: molar mass 58.9 g/mol. Number 7: molar mass 72.1 g/mol. Number 8: molar mass 531.7 g/mol.